# 1
{"formula": "C4H9NO2", "method": "ωB97M-V with the def2-TZVPD basis set", "species": ["N", "C", "O", "C", "C", "C", "O", "H", "H", "H", "H", "H", "H", "H", "H", "H"], "xyz": [[-1.958503, -0.185410, -0.393907], [-1.468508, 1.044030, -0.073388], [-2.161047, 1.958708, 0.323425], [0.055593, 1.185392, -0.270932], [0.747233, 0.399815, 0.813133], [0.789543, -1.064917, 0.603299], [0.609041, -1.519280, -0.744201], [-2.959752, -0.301538, -0.392343], [-1.362959, -0.875884, -0.835516], [0.279922, 0.852383, -1.292496], [0.265369, 2.251166, -0.170789], [2.548071, 0.731922, 0.113723], [2.211854, 0.892002, 0.812704], [1.704313, -1.486873, 1.035674], [-0.049935, -1.406979, 1.235525], [0.749766, -2.474539, -0.763914]], "forces_ev_per_angstrom": [[-0.04, 0.04, -0.05], [-0.13, 0.05, 0.06], [0.24, -0.29, -0.13], [0.04, 0.14, 0.00], [0.10, -0.16, -0.20], [0.12, 0.19, 0.35], [0.05, -0.25, -0.12], [0.11, 0.01, 0.01], [-0.11, 0.17, 0.08], [-0.04, 0.01, 0.13], [-0.02, -0.15, 0.00], [-0.12, -0.08, -0.11], [-0.12, 0.01, 0.14], [-0.13, 0.09, -0.05], [0.08, 0.05, -0.07], [-0.01, 0.16, -0.05]], "e_lumo_ev": 0.0, "max_force_ha_per_bohr": 0.008, "total_energy_ha": -362.89716}

---

# 2
{"formula": "C29H77BBr2FNbO25P5S", "method": "ωB97M-V with the def2-TZVPD basis set", "species": ["C", "C", "C", "F", "Nb", "C", "C", "C", "O", "C", "C", "C", "C", "S", "O", "O", "O", "B", "C", "O", "C", "Br", "C", "C", "Br", "H", "H", "H", "H", "H", "H", "H", "H", "H", "H", "H", "H", "H", "H", "H", "H", "H", "H", "H", "H", "H", "H", "H", "H", "H", "H", "H", "H", "H", "H", "H", "H", "C", "O", "P", "O", "O", "C", "O", "C", "H", "H", "H", "H", "H", "H", "H", "H", "H", "C", "O", "P", "O", "O", "C", "O", "C", "H", "H", "H", "H", "H", "H", "H", "H", "H", "C", "O", "P", "O", "O", "C", "O", "C", "H", "H", "H", "H", "H", "H", "H", "H", "H", "C", "O", "P", "O", "O", "C", "O", "C", "H", "H", "H", "H", "H", "H", "H", "H", "H", "C", "O", "P", "O", "O", "C", "O", "C", "H", "H", "H", "H", "H", "H", "H", "H", "H"], "xyz": [[5.530368, -3.301487, 1.433858], [6.192017, -1.967427, 0.830292], [5.445607, -0.636647, 1.242380], [4.576957, -1.047006, 2.371107], [4.057715, 0.350275, -0.239092], [5.185850, 2.316094, -0.380180], [6.561838, 2.439706, 0.373196], [7.526233, 3.550771, -0.280572], [8.552849, 2.825580, -1.034410], [2.502323, 1.262770, -1.680604], [1.152323, 0.430656, -1.825935], [-0.098929, 1.437583, -1.966330], [-1.415190, 0.893909, -1.245434], [-1.649326, -0.922672, -1.395943], [-3.128095, -1.196890, -1.206850], [-1.253641, -1.490299, -2.712014], [-0.893293, -1.686840, -0.109841], [2.813196, 1.325377, 1.485598], [1.229960, 1.715001, 1.355971], [3.410271, 1.665346, 2.772425], [5.186272, -0.440421, -2.121652], [7.126130, -0.037522, -2.113259], [4.761330, -1.936645, -2.516884], [3.712888, -2.022614, -3.687620], [6.389085, -2.947689, -3.178083], [6.127129, -4.148085, 0.968985], [5.702490, -3.348115, 2.543919], [4.451866, -3.376145, 1.140832], [6.347048, -2.161766, -0.255855], [7.230666, -1.940078, 1.294609], [6.206871, 0.025088, 1.753749], [3.040465, -1.150748, -0.222454], [5.381985, 2.504452, -1.488338], [4.498053, 3.149361, -0.022714], [6.387771, 2.720937, 1.460949], [7.192350, 1.507731, 0.406058], [6.943859, 4.247703, -0.935559], [8.095642, 4.065828, 0.545312], [8.292756, 2.954784, -1.960376], [2.265544, 2.279561, -1.238822], [2.904028, 1.437557, -2.718116], [1.139947, -0.152015, -2.796731], [1.035431, -0.264503, -0.955371], [-0.384970, 1.565254, -3.056296], [0.128570, 2.466060, -1.584036], [-2.338319, 1.364017, -1.698837], [-1.428685, 1.151642, -0.149929], [-1.165539, -2.623285, -0.141707], [1.199633, 2.660216, 0.724816], [0.596287, 0.891851, 0.937404], [0.846898, 2.044888, 2.374473], [3.095105, 0.971711, 3.380849], [4.769597, 0.205139, -2.961063], [4.434953, -2.521910, -1.607821], [2.838410, -1.345647, -3.504281], [3.305685, -3.080369, -3.696818], [4.228816, -1.827172, -4.661808], [-4.035511, 0.573715, 1.761425], [-4.227875, 1.913544, 2.190559], [-3.153083, 2.583570, 3.338813], [-1.920729, 2.471198, 2.457889], [-3.308065, 1.263864, 4.321432], [-4.586000, 0.976900, 4.894910], [-2.317063, 3.431642, 4.572705], [-2.931729, 3.576111, 5.849543], [-4.081704, 0.550426, 0.672417], [-3.083110, 0.156344, 2.089654], [-4.848414, -0.043717, 2.152332], [-4.836216, -0.064283, 4.693149], [-5.369688, 1.615860, 4.484391], [-4.537250, 1.119876, 5.976872], [-2.731595, 2.693467, 6.459619], [-4.008012, 3.731373, 5.758561], [-2.491604, 4.440922, 6.349028], [-9.930481, -1.455870, 4.142554], [-10.125942, -0.105378, 4.536035], [-9.055289, 0.598640, 5.669218], [-7.820053, 0.457304, 4.799221], [-9.228218, -0.702059, 6.676870], [-10.509632, -0.966498, 7.246154], [-8.216032, 1.448279, 6.899856], [-8.836602, 1.617579, 8.172410], [-9.975959, -1.504198, 3.054803], [-8.977174, -1.860545, 4.481072], [-10.741752, -2.065377, 4.549433], [-10.766464, -2.010060, 7.062595], [-11.285861, -0.328595, 6.817156], [-10.467498, -0.803169, 8.325163], [-8.653600, 0.739521, 8.794218], [-9.909523, 1.788362, 8.072913], [-8.386632, 2.481284, 8.664213], [8.372602, 9.949073, -0.258436], [9.247659, 8.998987, 0.324755], [8.591495, 7.710382, 1.243200], [7.815326, 7.167298, 0.055227], [7.664633, 8.794908, 2.083603], [8.310779, 9.726709, 2.948052], [8.006789, 6.445791, 2.240593], [8.161479, 6.545228, 3.654139], [8.658994, 10.082446, -1.301711], [7.326945, 9.645990, -0.208304], [8.492179, 10.906110, 0.257400], [7.955676, 10.730268, 2.710983], [9.397461, 9.699033, 2.838305], [8.049587, 9.500984, 3.984233], [7.337561, 7.122309, 4.077823], [9.115298, 7.004156, 3.919353], [8.124308, 5.540251, 4.076768], [-5.900375, -7.743485, -3.002023], [-4.969832, -7.528646, -1.955072], [-4.966243, -6.023779, -1.136149], [-6.377122, -6.155189, -0.587354], [-4.953897, -5.196249, -2.563746], [-3.822207, -5.332634, -3.429721], [-4.643109, -4.576629, -0.280740], [-3.495083, -3.809630, -0.654367], [-6.383016, -8.707751, -2.838616], [-6.660912, -6.964867, -3.056377], [-5.362055, -7.783117, -3.952817], [-4.170051, -5.585147, -4.429071], [-3.137980, -6.111782, -3.081756], [-3.288059, -4.381183, -3.477479], [-3.741800, -3.152377, -1.480581], [-2.659482, -4.461297, -0.926160], [-3.203046, -3.189805, 0.193467], [-3.416666, -7.177660, -8.993444], [-2.443506, -7.048968, -7.970802], [-2.325408, -5.573797, -7.110605], [-3.746388, -5.695913, -6.584800], [-2.316105, -4.741653, -8.540312], [-1.192442, -4.879132, -9.409245], [-2.111533, -4.109185, -6.249267], [-0.995019, -3.272816, -6.553858], [-3.949889, -8.116230, -8.841741], [-4.131406, -6.354990, -9.001785], [-2.910539, -7.220780, -9.961781], [-1.550043, -5.129540, -10.408579], [-0.508099, -5.660299, -9.070466], [-0.655326, -3.929859, -9.459623], [-1.238232, -2.622316, -7.395708], [-0.105977, -3.862457, -6.780956], [-0.788646, -2.643643, -5.686774]], "forces_ev_per_angstrom": [[1.01, 0.45, -0.67], [0.64, -1.00, 1.21], [0.41, -1.57, 0.95], [0.37, 0.38, -0.36], [2.44, 1.43, -0.63], [-0.04, 0.83, 0.05], [0.37, 1.04, 0.41], [0.07, -1.53, 1.15], [-0.81, 1.20, -0.55], [-0.93, -0.44, -0.37], [-0.29, 1.50, -0.59], [-0.63, -1.03, -0.30], [0.96, 0.97, 0.37], [-4.29, -2.55, -1.94], [3.50, 1.71, 0.38], [0.62, 1.39, 2.72], [-0.32, 1.45, -1.51], [-1.09, 0.90, 1.19], [0.48, 0.58, 0.98], [-0.56, -0.94, -1.26], [-1.35, -0.55, -1.87], [-0.59, 0.15, 0.17], [0.44, 0.55, 0.16], [0.06, -0.72, 0.73], [-0.67, -0.47, 0.05], [-0.87, 0.77, 0.51], [-0.57, 0.07, -1.10], [0.93, -0.02, 0.49], [-0.28, 0.62, 0.72], [-1.00, -0.02, -0.73], [-0.89, -0.40, -0.73], [-0.68, -0.42, 0.15], [-0.39, -0.29, 1.08], [0.87, -0.68, -0.51], [-0.02, -0.30, -1.20], [-0.77, 0.80, -0.25], [0.66, -0.40, 0.72], [-0.79, -0.12, -0.97], [0.34, -0.40, 0.35], [0.28, -1.01, -0.49], [-0.19, -0.01, 0.92], [0.22, 0.32, 1.33], [-0.09, 0.62, -0.86], [0.51, -0.18, 1.13], [-0.23, -1.05, -0.03], [0.81, -1.10, 0.43], [0.09, -0.49, -0.89], [0.00, 0.33, -0.18], [-0.18, -1.16, 0.39], [0.47, 0.90, 0.19], [0.15, -0.53, -1.15], [0.17, 0.49, -0.03], [0.84, -0.70, 0.82], [0.42, 0.61, -1.16], [0.91, -0.37, -0.17], [0.46, 1.15, -0.15], [-0.61, 0.05, 0.87], [0.00, -0.78, 0.35], [-1.26, 3.43, 1.10], [6.18, -6.19, -1.92], [-1.43, 1.18, 0.68], [-0.51, 0.98, 0.30], [-0.13, -0.18, 0.08], [-2.82, 1.18, -0.97], [0.08, 0.08, 0.35], [0.00, 0.22, 0.04], [0.00, 0.16, -0.04], [0.05, -0.01, -0.01], [-0.05, 0.07, -0.04], [-0.09, -0.21, 0.02], [-0.02, 0.01, -0.05], [-0.10, -0.06, -0.08], [0.04, 0.01, 0.22], [-0.03, 0.01, -0.16], [0.07, -0.71, 0.40], [-1.32, 3.44, 0.96], [6.19, -6.22, -1.75], [-1.35, 1.22, 0.69], [-0.64, 0.87, 0.40], [-0.04, -0.21, 0.11], [-2.81, 1.22, -1.03], [0.08, 0.09, 0.39], [0.01, 0.27, 0.03], [-0.02, 0.16, -0.06], [0.05, -0.01, -0.01], [-0.01, 0.04, -0.03], [-0.05, -0.13, 0.00], [-0.02, 0.01, -0.05], [-0.08, -0.05, -0.09], [0.05, 0.03, 0.21], [-0.04, 0.00, -0.16], [-0.48, 0.40, 0.39], [3.08, -1.37, 1.43], [-8.25, 1.09, -4.36], [1.49, -0.37, 0.73], [0.88, -0.17, 0.97], [-0.15, 0.12, 0.05], [3.22, 0.60, 0.49], [-0.17, -0.21, 0.33], [0.16, -0.20, 0.04], [0.13, -0.11, -0.04], [-0.06, 0.02, -0.04], [0.04, -0.01, -0.01], [-0.03, 0.14, 0.00], [0.04, 0.00, -0.03], [0.06, 0.10, -0.05], [-0.07, -0.06, 0.18], [0.08, 0.03, -0.14], [-0.09, 0.40, -0.64], [2.89, 0.06, 2.26], [-8.23, 2.29, -2.66], [1.88, -0.23, 0.32], [0.90, -0.32, 0.71], [0.05, 0.10, -0.36], [2.20, -2.73, 0.23], [0.06, -0.05, -0.01], [0.11, 0.01, 0.23], [0.07, -0.05, 0.13], [-0.05, 0.05, 0.00], [0.04, 0.02, 0.07], [-0.01, -0.02, -0.09], [-0.01, -0.05, 0.01], [-0.02, -0.21, 0.02], [0.08, 0.14, -0.02], [-0.21, -0.13, 0.04], [-0.05, 0.46, -0.60], [3.15, -0.59, 1.90], [-8.73, 2.24, -2.61], [1.39, -0.40, 0.57], [1.26, 0.08, 0.34], [0.00, 0.10, -0.20], [2.64, -2.12, 0.17], [0.21, 0.51, 0.13], [0.14, -0.01, 0.23], [0.07, -0.08, 0.14], [-0.06, 0.01, -0.02], [0.01, -0.03, 0.03], [-0.01, -0.02, -0.14], [0.00, -0.05, 0.03], [-0.01, -0.13, -0.08], [0.06, 0.19, 0.02], [-0.04, -0.18, 0.04]], "e_lumo_ev": -1.6, "max_force_ha_per_bohr": 0.183, "total_charge": -1, "total_energy_ha": -10466.15893}

---

# 3
{"formula": "C31H28F5N3O2PS4TeTi", "method": "ωB97M-V with the def2-TZVPD basis set", "species": ["Ti", "O", "N", "C", "C", "C", "C", "C", "C", "C", "P", "C", "C", "C", "C", "C", "C", "C", "C", "C", "C", "C", "C", "H", "H", "H", "H", "H", "H", "H", "H", "H", "H", "H", "H", "H", "H", "H", "H", "O", "C", "S", "C", "C", "S", "S", "S", "F", "C", "F", "C", "F", "F", "F", "N", "C", "C", "C", "N", "C", "C", "H", "H", "H", "H", "H", "H", "C", "Te", "C", "H", "H", "H", "H", "H", "H"], "xyz": [[-0.292388, 0.691356, 0.210773], [0.009509, 3.175613, 0.802191], [0.076172, 2.598068, -0.453748], [0.164196, 3.394093, -1.457046], [0.205116, 3.038558, -2.847227], [0.256101, 4.108255, -3.758947], [0.243200, 3.893112, -5.119328], [0.185047, 2.594281, -5.605778], [0.193102, 1.528793, -4.723640], [0.190464, 1.721063, -3.344870], [0.372759, 0.228265, -2.286647], [-0.805537, -0.962843, -3.019377], [-1.922779, -0.567821, -3.750180], [-2.824164, -1.514776, -4.205983], [-2.632017, -2.859568, -3.932104], [-1.525711, -3.261331, -3.198919], [-0.621498, -2.318474, -2.741868], [1.966620, -0.287885, -3.050673], [3.068241, 0.526652, -2.793092], [4.301960, 0.223252, -3.339336], [4.449527, -0.891107, -4.152748], [3.350181, -1.682524, -4.439351], [2.110066, -1.378475, -3.902705], [0.103568, 4.153085, 0.750382], [0.186952, 4.472234, -1.251921], [0.310099, 5.117089, -3.376470], [0.293648, 4.723931, -5.804994], [0.153393, 2.415814, -6.669558], [0.204795, 0.520511, -5.110845], [-2.107715, 0.480476, -3.935100], [-3.687904, -1.195332, -4.768148], [-3.349574, -3.590817, -4.273038], [-1.372104, -4.306120, -2.968549], [0.222728, -2.628738, -2.134633], [2.943769, 1.403019, -2.167129], [5.152169, 0.856363, -3.132754], [5.414382, -1.128761, -4.577582], [3.454658, -2.541076, -5.087094], [1.257724, -1.985265, -4.168315], [-5.482254, -3.439047, -1.542914], [-4.618706, -2.699903, -1.193052], [-4.647066, -0.943943, -1.455737], [-3.045319, -0.610014, -0.822551], [-2.370630, -1.658257, -0.290452], [-0.742735, -1.610318, 0.306860], [-3.166228, -3.218609, -0.316009], [-2.408097, 0.985469, -0.990269], [1.647848, -0.825045, 1.739964], [1.548680, 0.419205, 1.127895], [2.510620, 0.376041, 0.116580], [2.063179, 1.443135, 2.127761], [2.448847, 2.545148, 1.463643], [1.053525, 1.816467, 2.949410], [3.073166, 1.048378, 2.892208], [-3.796726, 1.363215, 5.292098], [-3.010278, 1.237386, 4.217316], [-2.037744, 0.223686, 4.117443], [-1.282179, 0.109866, 2.978618], [-1.398479, 0.935622, 1.925494], [-2.309681, 1.917346, 2.024017], [-3.117104, 2.105780, 3.115002], [-3.714047, 0.724545, 6.063279], [-4.486465, 2.092979, 5.344159], [-1.888276, -0.467161, 4.931655], [-0.559302, -0.696188, 2.896305], [-2.415185, 2.573180, 1.165703], [-3.840813, 2.906257, 3.125317], [3.314376, -4.199695, -1.718797], [2.546248, -2.595816, -0.490612], [3.866408, -3.114193, 1.135411], [3.193079, -5.148543, -1.209773], [4.367141, -4.022348, -1.902919], [2.785531, -4.221915, -2.663310], [4.882349, -3.186281, 0.766612], [3.567532, -4.064073, 1.563499], [3.807309, -2.338307, 1.886617]], "forces_ev_per_angstrom": [[-2.30, -1.61, -1.28], [-0.19, 0.81, 0.26], [0.17, 1.54, -0.71], [0.03, 0.11, 0.28], [-0.04, -0.39, -0.77], [0.00, -0.04, 0.30], [0.02, -0.06, -0.06], [0.04, 0.13, 0.14], [-0.05, 0.00, 0.15], [-0.13, 0.17, 0.10], [0.10, -0.42, -1.10], [-0.01, 0.00, 0.05], [0.23, -0.03, -0.01], [0.02, -0.03, -0.11], [0.08, 0.01, -0.05], [0.05, 0.01, -0.08], [0.15, 0.14, -0.01], [0.07, 0.09, 0.25], [-0.11, -0.09, -0.02], [0.02, 0.12, 0.04], [-0.03, -0.02, 0.01], [0.10, 0.02, -0.04], [-0.14, 0.08, 0.04], [0.04, -0.57, -0.06], [0.05, -0.24, 0.05], [-0.03, 0.13, 0.02], [-0.05, 0.11, -0.02], [0.04, -0.04, -0.09], [0.00, -0.06, -0.03], [-0.03, 0.02, -0.06], [-0.11, 0.02, -0.04], [-0.06, -0.06, -0.05], [0.00, -0.04, 0.02], [-0.08, -0.09, -0.10], [0.14, -0.02, 0.06], [0.06, 0.05, 0.03], [0.05, -0.02, 0.01], [0.00, -0.04, -0.06], [0.02, -0.06, 0.03], [-0.31, -0.27, -0.13], [0.30, 0.31, 0.18], [0.00, 0.24, 0.09], [-0.19, -0.87, 0.37], [-0.80, 0.36, -0.24], [0.14, 0.35, -0.11], [0.12, -0.05, 0.25], [0.33, 0.37, -0.24], [-0.16, 0.50, 0.31], [2.34, -0.94, 0.33], [-0.27, 0.42, 0.43], [-0.13, 0.85, 0.51], [0.28, -0.06, 0.04], [0.34, -0.20, 0.12], [-0.03, -0.22, -0.20], [-0.07, 0.02, 0.15], [0.29, -0.08, -0.34], [0.05, 0.09, -0.13], [-0.08, -0.29, 0.60], [-0.36, 0.24, 0.72], [-0.48, 0.48, 0.26], [0.16, -0.06, -0.08], [-0.06, 0.06, 0.02], [0.03, -0.08, 0.05], [0.04, -0.13, 0.03], [-0.09, 0.16, -0.01], [-0.01, -0.15, 0.22], [-0.04, 0.08, -0.09], [-0.03, 0.25, 0.30], [1.01, -1.14, -0.14], [-0.27, -0.03, -0.25], [-0.11, -0.08, 0.07], [0.12, 0.07, -0.05], [-0.14, 0.04, -0.13], [0.09, 0.07, -0.13], [-0.08, -0.06, 0.03], [-0.04, 0.15, 0.11]], "e_lumo_ev": -4.6, "max_force_ha_per_bohr": 0.060, "total_charge": 1, "total_energy_ha": -5063.55302}